Entry 1:
Formula: C19H43N2O2P3V
Source: the OMol25 dataset
Level of theory: the ωB97M-V functional and the def2-TZVPD basis

HOMO level (alpha / beta): -19.01 / -18.63 eV
Frontier orbital gap (alpha / beta): 4.8 / 4.4 eV
Calculated total energy: -2976.20394 Ha
Total charge: +4
Maximum force: 4.335 eV/Å
2S+1: 2

Cartesian coordinates (Å):
V  0.57143  0.12759  2.09940
P  -0.43304  2.10685  1.29025
P  -1.61548  -0.71482  1.49885
P  -1.19817  0.84670  -3.41486
H  2.81491  -1.42864  1.57428
C  2.22800  -0.67687  1.02173
C  2.47531  0.73281  1.26437
H  3.07391  1.05481  2.13001
C  0.48302  2.64254  2.78273
C  -2.09670  2.83051  1.53219
C  0.26248  3.05763  -0.09723
C  -1.31103  -2.42692  0.97006
C  -2.39634  -0.88279  3.14980
C  -3.03290  -0.22247  0.45630
C  -1.01725  1.23941  -5.19339
C  -2.74814  1.62793  -2.81200
C  -1.36002  -0.98359  -3.29128
H  1.94533  -1.00529  0.01778
H  2.48785  1.45006  0.44033
H  1.07783  1.85215  3.29267
H  -0.24253  3.04659  3.50031
H  1.16500  3.44497  2.47355
H  -2.68172  2.23600  2.24923
H  -2.64988  2.86569  0.58099
H  -1.99336  3.85142  1.93372
H  0.98699  2.44835  -0.65437
H  0.76796  3.95519  0.28602
H  -0.53116  3.35096  -0.79974
H  -2.27036  -2.92944  0.80754
H  -0.73252  -2.98317  1.71838
H  -0.74831  -2.42137  0.02945
H  -3.44986  -1.15524  3.02626
H  -2.33644  0.05997  3.70755
H  -1.88737  -1.66109  3.73056
H  -3.44885  -1.11996  -0.02140
H  -2.73516  0.48444  -0.32771
H  -3.81750  0.22811  1.07753
H  -1.85242  1.86745  -5.52518
H  -0.96555  0.32623  -5.79723
H  -0.07681  1.79542  -5.33517
H  -3.08891  2.41473  -3.49993
H  -2.49128  2.10498  -1.85004
H  -3.56673  0.91509  -2.64432
H  -1.12686  -1.45831  -4.25384
H  -2.34957  -1.29641  -2.93234
H  -0.61278  -1.31941  -2.55818
C  2.28451  0.43141  -3.36521
C  2.35806  -0.88485  -2.89436
C  2.59667  -1.89609  -3.81669
C  2.83615  -1.57689  -5.15151
C  2.92208  -0.24617  -5.57235
C  2.68101  0.78280  -4.66614
O  1.65945  1.39489  -2.61352
H  0.70358  1.40358  -2.81705
H  2.18634  -1.05855  -1.83799
H  2.61065  -2.93307  -3.47854
H  3.02061  -2.38644  -5.86979
H  3.24654  0.00440  -6.59187
H  2.73800  1.83961  -4.94485
C  0.66988  -1.19421  6.32133
N  0.94417  -2.42911  5.59697
C  1.02790  -2.42667  4.24631
N  1.27567  -3.64052  3.66892
O  0.80539  -1.39309  3.57738
H  -0.26470  -0.74720  5.96051
H  1.50276  -0.49100  6.20601
H  0.56078  -1.44449  7.37851
H  1.17236  -3.27311  6.09117
H  1.45005  -3.69234  2.67385
H  1.53710  -4.42166  4.26528

Atom-resolved charges from natural (NBO), all expressed in e:
1. V 1.207
2. P 1.052
3. P 1.004
4. P 0.826
5. H 0.282
6. C -0.524
7. C -0.515
8. H 0.259
9. C -0.945
10. C -0.936
11. C -0.952
12. C -0.939
13. C -0.925
14. C -0.938
15. C -0.931
16. C -0.929
17. C -0.934
18. H 0.232
19. H 0.266
20. H 0.218
21. H 0.309
22. H 0.320
23. H 0.263
24. H 0.283
25. H 0.310
26. H 0.275
27. H 0.300
28. H 0.290
29. H 0.300
30. H 0.267
31. H 0.257
32. H 0.305
33. H 0.260
34. H 0.273
35. H 0.297
36. H 0.257
37. H 0.289
38. H 0.281
39. H 0.265
40. H 0.251
41. H 0.292
42. H 0.200
43. H 0.258
44. H 0.276
45. H 0.256
46. H 0.212
47. C 0.430
48. C -0.232
49. C -0.153
50. C -0.016
51. C -0.183
52. C -0.176
53. O -0.709
54. H 0.448
55. H 0.200
56. H 0.259
57. H 0.272
58. H 0.283
59. H 0.276
60. C -0.424
61. N -0.540
62. C 0.811
63. N -0.783
64. O -0.777
65. H 0.201
66. H 0.219
67. H 0.272
68. H 0.439
69. H 0.414
70. H 0.445

Entry 2:
Formula: C19H43NO13P3
Source: the OMol25 dataset
Level of theory: the ωB97M-V functional and the def2-TZVPD basis

HOMO level: -10.52 eV
Frontier orbital gap: 5.6 eV
Calculated total energy: -2805.78891 Ha
Total charge: +1
Maximum force: 10.702 eV/Å
2S+1: 1

Cartesian coordinates (Å):
C  5.07725  -0.56418  2.71407
O  3.74261  -1.17637  2.62381
C  2.83849  -0.42824  1.73787
C  3.31963  -0.32372  0.17565
C  3.42667  -1.75169  -0.62111
C  3.70928  -1.53762  -2.25419
C  4.83696  -0.34035  -2.53943
C  6.43039  -0.78461  -2.74821
C  7.48659  0.48502  -2.99518
C  6.91766  2.05757  -2.99837
N  5.43677  2.39881  -2.81828
C  4.44533  1.27625  -2.60551
H  5.62522  -0.99489  3.65428
H  5.74463  -0.79983  1.76884
H  5.06440  0.61629  2.81916
H  1.70745  -0.80692  1.78228
H  2.79279  0.68918  2.15586
H  2.56834  0.35287  -0.44779
H  4.35613  0.24936  0.14494
H  2.44403  -2.39006  -0.44983
H  4.38614  -2.32379  -0.20997
H  4.12857  -2.56936  -2.66971
H  2.71403  -1.32083  -2.85617
H  6.78703  -1.90748  -2.72499
H  8.63937  0.22612  -3.15064
H  7.66149  2.96616  -3.15486
H  5.06217  3.39424  -2.80844
H  3.29375  1.52840  -2.43182
C  -4.17090  -0.95903  5.65406
O  -3.86564  0.24000  4.96810
P  -2.19723  0.39892  4.53928
O  -2.43780  1.85194  4.12077
O  -2.41570  -0.59606  3.24488
C  -3.37059  -0.24303  2.26012
O  -0.52885  0.55798  4.11045
C  0.33262  -0.18975  4.94641
H  -5.25125  -1.02558  5.78450
H  -3.82856  -1.82779  5.08299
H  -3.68938  -0.95209  6.63498
H  -3.64576  0.81200  2.29325
H  -4.26856  -0.84978  2.40697
H  -2.95815  -0.46588  1.27318
H  0.07632  -1.25024  4.89016
H  0.24284  0.16608  5.97536
H  1.36048  -0.04730  4.60960
C  1.40057  -0.54325  -8.90290
O  1.67084  -0.73868  -7.52807
P  2.41311  -2.25905  -7.16712
O  2.21762  -2.00497  -5.66995
O  3.87896  -1.67773  -7.64308
C  4.40714  -0.53326  -6.99701
O  3.15532  -3.77938  -6.80604
C  2.87792  -4.77533  -7.77102
H  1.03993  0.47500  -9.05025
H  2.30746  -0.68782  -9.49846
H  0.63181  -1.24832  -9.22846
H  3.93633  -0.33334  -6.03354
H  4.26768  0.33433  -7.64808
H  5.47817  -0.68049  -6.83884
H  3.24043  -4.45462  -8.75043
H  1.80153  -4.95816  -7.80840
H  3.38499  -5.69680  -7.48120
C  -9.42239  3.20058  6.46270
O  -8.93586  1.93827  6.04886
P  -8.48201  1.87263  4.38079
O  -8.32030  0.35327  4.47918
O  -7.04815  2.60778  4.72253
C  -6.16974  2.00151  5.65368
O  -8.02818  1.80685  2.71274
C  -8.69737  2.76587  1.91743
H  -9.57725  3.18248  7.54173
H  -8.70291  3.98923  6.22098
H  -10.37344  3.40697  5.96571
H  -6.38789  0.94559  5.81911
H  -6.24436  2.53377  6.60615
H  -5.14578  2.09309  5.28367
H  -8.47394  3.77134  2.28158
H  -9.77374  2.58248  1.95220
H  -8.35362  2.66945  0.88651

Atom-resolved charges from Löwdin, all expressed in e:
1. C -0.128
2. O -0.248
3. C -0.220
4. C -0.209
5. C -0.179
6. C -0.161
7. C -0.065
8. C 0.068
9. C 0.019
10. C 0.023
11. N 0.015
12. C 0.055
13. H 0.109
14. H 0.090
15. H 0.108
16. H 0.149
17. H 0.134
18. H 0.118
19. H 0.102
20. H 0.138
21. H 0.125
22. H 0.131
23. H 0.126
24. H 0.125
25. H 0.117
26. H 0.134
27. H 0.168
28. H 0.147
29. C -0.141
30. O -0.290
31. P 0.758
32. O -0.274
33. O -0.288
34. C -0.109
35. O -0.256
36. C -0.164
37. H 0.088
38. H 0.084
39. H 0.085
40. H 0.087
41. H 0.091
42. H 0.089
43. H 0.084
44. H 0.082
45. H 0.076
46. C -0.151
47. O -0.257
48. P 0.756
49. O -0.302
50. O -0.281
51. C -0.119
52. O -0.244
53. C -0.158
54. H 0.093
55. H 0.083
56. H 0.084
57. H 0.071
58. H 0.088
59. H 0.089
60. H 0.084
61. H 0.083
62. H 0.092
63. C -0.159
64. O -0.260
65. P 0.751
66. O -0.281
67. O -0.275
68. C -0.106
69. O -0.248
70. C -0.167
71. H 0.090
72. H 0.081
73. H 0.080
74. H 0.070
75. H 0.092
76. H 0.080
77. H 0.081
78. H 0.080
79. H 0.088

Entry 3:
Formula: C19H43OP3PrSSe
Source: the OMol25 dataset
Level of theory: the ωB97M-V functional and the def2-TZVPD basis

HOMO level (alpha / beta): -15.10 / -15.14 eV
Frontier orbital gap (alpha / beta): 4.5 / 4.7 eV
Calculated total energy: -5164.63937 Ha
Total charge: +3
Energy above the lowest of the compared OMol25 structures with the same formula, charge and spin: 2.564 eV
Maximum force: 6.254 eV/Å
2S+1: 3

Cartesian coordinates (Å):
Pr  0.56894  2.27973  -0.56738
P  -0.91873  -0.99550  0.85836
P  2.26531  -2.14625  -2.54926
P  -2.19238  2.30597  0.12024
H  2.18048  3.20658  -3.43228
C  1.94190  3.43683  -2.37963
C  2.65941  2.82644  -1.36551
H  3.12796  1.82738  -1.40229
C  -2.10339  -2.01924  -0.09409
C  0.02320  -2.41867  1.54663
C  -1.98589  -0.73789  2.30596
C  3.64730  -2.01816  -3.68245
C  2.85167  -1.71888  -0.88494
C  1.52946  -3.80271  -2.58297
C  -1.80262  3.73979  -1.06387
C  -2.45860  3.19475  1.67716
C  -3.70646  1.59231  -0.54690
H  1.50590  4.46443  -2.23401
H  2.80955  3.39259  -0.41738
H  -2.48266  -2.79671  0.57492
H  -1.60600  -2.49602  -0.94184
H  -2.94085  -1.41520  -0.44539
H  -0.70631  -3.08469  2.02404
H  0.74761  -2.10208  2.30408
H  0.53600  -2.98233  0.76045
H  -2.39936  -1.70949  2.56907
H  -2.79428  -0.04439  2.08425
H  -1.42028  -0.37368  3.15975
H  3.85518  -2.99533  -4.13903
H  4.52657  -1.63004  -3.14276
H  3.41112  -1.32540  -4.50857
H  3.67142  -2.41817  -0.61014
H  2.05781  -1.79435  -0.12079
H  3.22983  -0.67946  -0.83850
H  2.28487  -4.46022  -3.04577
H  0.57726  -3.82994  -3.15106
H  1.29276  -4.14868  -1.55988
H  -2.68828  4.39192  -1.07217
H  -1.57926  3.41661  -2.10933
H  -0.96250  4.35847  -0.65406
H  -3.06242  4.09518  1.53916
H  -1.48726  3.48749  2.10344
H  -2.93457  2.54255  2.41474
H  -4.50249  2.32537  -0.71308
H  -4.07652  0.79565  0.10761
H  -3.45469  1.10292  -1.49896
C  -0.79797  1.25439  -4.26543
C  0.32860  1.74364  -4.96203
C  0.17093  2.49313  -6.12128
C  -1.09145  2.63126  -6.71683
C  -2.20919  2.04603  -6.08775
C  -2.07989  1.45085  -4.83611
Se  -0.61456  0.12691  -2.77852
H  1.23794  -1.26129  -3.06610
H  1.32693  1.43691  -4.65586
H  1.02035  2.97568  -6.60802
H  -1.25000  3.13301  -7.68074
H  -3.19846  2.07637  -6.54919
H  -2.96107  1.03248  -4.33530
C  3.59289  1.37440  2.77378
S  1.98510  1.07869  2.04637
C  0.86959  0.90310  3.49227
O  1.55786  2.51296  1.53190
H  3.89849  0.55941  3.44932
H  3.56771  2.30206  3.34885
H  4.36924  1.41394  1.99480
H  0.54275  -0.12819  3.68063
H  -0.01050  1.53818  3.30972
H  1.43253  1.23223  4.37893

Atom-resolved charges from Löwdin, all expressed in e:
1. Pr 0.768
2. P 0.762
3. P 0.875
4. P 0.735
5. H 0.107
6. C -0.047
7. C -0.181
8. H 0.109
9. C -0.272
10. C -0.283
11. C -0.275
12. C -0.199
13. C -0.204
14. C -0.185
15. C -0.262
16. C -0.233
17. C -0.227
18. H 0.134
19. H 0.107
20. H 0.061
21. H 0.034
22. H 0.038
23. H 0.062
24. H 0.036
25. H 0.024
26. H 0.061
27. H 0.029
28. H 0.019
29. H 0.073
30. H 0.070
31. H 0.070
32. H 0.093
33. H 0.016
34. H 0.040
35. H 0.070
36. H 0.079
37. H 0.061
38. H 0.092
39. H 0.065
40. H 0.048
41. H 0.070
42. H 0.048
43. H 0.060
44. H 0.076
45. H 0.052
46. H 0.037
47. C -0.687
48. C -0.173
49. C -0.075
50. C -0.043
51. C -0.055
52. C -0.133
53. Se 0.665
54. H -0.089
55. H 0.081
56. H 0.116
57. H 0.125
58. H 0.122
59. H 0.100
60. C -0.203
61. S 0.912
62. C -0.175
63. O -0.666
64. H 0.094
65. H 0.088
66. H 0.077
67. H 0.053
68. H 0.068
69. H 0.086

Entry 4:
Formula: C19H43OsP3S2
Source: the OMol25 dataset
Level of theory: the ωB97M-V functional and the def2-TZVPD basis

HOMO level (alpha / beta): -18.64 / -20.38 eV
Frontier orbital gap (alpha / beta): 4.8 / 4.8 eV
Calculated total energy: -2659.16083 Ha
Total charge: +4
Energy above the lowest of the compared OMol25 structures with the same formula, charge and spin: 0.880 eV
Maximum force: 5.214 eV/Å
2S+1: 5

Cartesian coordinates (Å):
Os  -0.20866  -0.60140  -1.03014
P  1.88670  -1.22232  -1.58591
P  -0.23384  1.49162  -1.81888
P  -0.38548  -1.35100  1.08383
H  -0.81705  3.68055  1.83465
C  -1.31383  2.70520  2.11331
C  -0.93855  2.15637  3.42485
H  0.04786  1.71380  3.55545
C  1.96312  -2.14911  -3.15399
C  3.12310  0.09982  -1.85714
C  2.77763  -2.32690  -0.43094
C  -1.82588  2.37480  -1.69899
C  0.96799  2.70250  -1.20693
C  0.08514  1.40829  -3.62315
C  -1.90236  -0.87675  1.96901
C  0.94304  -1.06215  2.27631
C  -0.49358  -3.17639  0.95979
H  -2.41163  2.86260  2.01973
H  -1.60620  2.29544  4.28171
H  2.98143  -2.55115  -3.26994
H  1.73855  -1.48377  -4.00039
H  1.24403  -2.98046  -3.15000
H  4.09915  -0.37784  -2.00692
H  3.17782  0.75194  -0.97697
H  2.87169  0.68927  -2.74160
H  3.67814  -2.67986  -0.93712
H  2.15274  -3.18612  -0.16464
H  3.05458  -1.78065  0.47657
H  -2.29396  2.39049  -2.68859
H  -1.64391  3.39582  -1.35004
H  -2.47411  1.86514  -0.98822
H  0.45249  3.64991  -1.00257
H  1.75580  2.86500  -1.95980
H  1.44372  2.35182  -0.27560
H  -0.54165  2.17134  -4.09379
H  -0.18884  0.42264  -4.01352
H  1.14102  1.61080  -3.82709
H  -2.06772  -1.60410  2.76791
H  -2.75205  -0.88754  1.28436
H  -1.77578  0.12585  2.39602
H  0.52437  -0.60892  3.18584
H  1.69707  -0.36725  1.87242
H  1.43195  -2.01900  2.52347
H  -1.50272  -3.48543  1.26228
H  0.24982  -3.61514  1.63327
H  -0.31723  -3.52297  -0.06589
C  -3.03155  -1.98732  -1.43853
C  -3.48823  -3.27912  -1.23037
C  -4.66721  -3.50027  -0.52974
C  -5.40075  -2.39124  -0.06371
C  -4.97105  -1.09755  -0.31521
C  -3.79595  -0.86945  -1.04486
S  -1.43712  -1.73903  -2.21056
H  -0.99224  1.85351  1.23858
H  -2.87861  -4.12554  -1.60952
H  -5.01469  -4.50867  -0.34068
H  -6.32315  -2.55877  0.49934
H  -5.53816  -0.23699  0.04014
H  -3.44138  0.11981  -1.28760
C  2.53398  2.94937  2.93633
S  3.04410  1.78841  1.66457
C  4.81984  2.02311  1.77421
H  1.59890  3.42718  2.62515
H  3.31142  3.69893  3.07603
H  2.36206  2.39779  3.86780
H  5.05237  2.92059  2.34154
H  5.25228  1.13794  2.25472
H  5.21120  2.11249  0.75033

Atom-resolved charges from natural (NBO), all expressed in e:
1. Os -0.065
2. P 1.173
3. P 1.132
4. P 1.217
5. H 0.245
6. C -0.673
7. C -0.299
8. H 0.140
9. C -0.953
10. C -0.949
11. C -0.942
12. C -0.943
13. C -0.954
14. C -0.927
15. C -0.952
16. C -0.976
17. C -0.944
18. H 0.261
19. H 0.236
20. H 0.299
21. H 0.274
22. H 0.274
23. H 0.290
24. H 0.222
25. H 0.263
26. H 0.296
27. H 0.265
28. H 0.246
29. H 0.289
30. H 0.289
31. H 0.248
32. H 0.287
33. H 0.280
34. H 0.222
35. H 0.301
36. H 0.259
37. H 0.268
38. H 0.297
39. H 0.266
40. H 0.278
41. H 0.291
42. H 0.228
43. H 0.291
44. H 0.291
45. H 0.285
46. H 0.255
47. C -0.063
48. C -0.235
49. C -0.159
50. C -0.054
51. C -0.181
52. C -0.238
53. S 0.327
54. H 0.114
55. H 0.261
56. H 0.280
57. H 0.277
58. H 0.268
59. H 0.218
60. C -0.792
61. S 0.800
62. C -0.791
63. H 0.284
64. H 0.293
65. H 0.309
66. H 0.290
67. H 0.313
68. H 0.298

> Which value of 2S+1 does entry 4 give?

5

> Which of these has the lowest calculated total energy?

C19H43OP3PrSSe